[1]
This record from the OMol25 dataset describes C5H2O in the gas phase. The level of theory is ωB97M-V with the def2-TZVPD basis set.

```
! RIJCOSX wB97M-V def2-TZVPD def2/J DEFGRID3
* xyz 0 1
C 1.143 -0.029 -2.448
C -0.234 0.284 0.682
C -0.569 -0.881 1.257
C 0.226 1.078 -0.244
C 0.669 0.456 -1.435
O -0.817 -1.360 2.343
H -0.662 -1.618 0.299
H 0.243 2.070 -0.454
*
```

Calculated values
- Kohn-Sham gap (spin up / spin down) (Eh) = 0.23789 / 0.26352
- E_HOMO (spin up / spin down) (eV) = -9.876 / -10.216
- F_max (eV Å⁻¹) = 4.5
- relative energy (zero: lowest compared OMol25 entry of this formula, charge and spin) (kcal per mole) = 115.3

=====

[2]
This record from the OMol25 dataset describes C5H2O2 in the gas phase. The level of theory is ωB97M-V with the def2-TZVPD basis set.

```
! RIJCOSX wB97M-V def2-TZVPD def2/J DEFGRID3
* xyz 0 1
C -0.922 0.049 0.620
C -0.370 1.293 0.307
C -0.483 -1.070 -0.016
C 1.341 0.156 -0.813
C 0.716 -1.315 -0.697
O 1.265 -2.312 -1.019
O 0.775 1.204 -0.428
H -1.730 -0.155 1.268
H -0.592 2.151 0.777
*
```

Calculated values
- Kohn-Sham gap (spin up / spin down) (Eh) = 0.25686 / 0.25697
- E_HOMO (spin up / spin down) (eV) = -8.727 / -8.727
- F_max (eV Å⁻¹) = 3.9
- relative energy (zero: lowest compared OMol25 entry of this formula, charge and spin) (kcal per mole) = 71.6

=====

[3]
This record from the OMol25 dataset describes a molecular structure, C5H2O4S2. The level of theory is ωB97M-V with the def2-TZVPD basis set.

```
! RIJCOSX wB97M-V def2-TZVPD def2/J DEFGRID3
* xyz -2 1
C 1.259 0.301 0.136
C 1.942 1.340 -0.292
C -1.088 -2.111 -0.348
C -1.277 -0.120 0.724
C -0.170 0.538 0.294
O -1.882 -2.197 -1.252
O -2.209 0.731 1.197
O 0.033 -2.590 -0.345
O -1.542 -1.488 0.746
S 1.128 2.831 -0.633
S -0.730 2.191 0.337
H 1.592 -0.748 0.098
H 2.944 1.321 -0.663
*
```

Calculated values
- Kohn-Sham gap (Eh) = 0.15848
- E_HOMO (eV) = 1.050
- F_max (eV Å⁻¹) = 4.6
- relative energy (zero: lowest compared OMol25 entry of this formula, charge and spin) (kcal per mole) = 15.8

=====

[4]
This record from the OMol25 dataset describes 8 unconnected molecules or ions with the total composition C5H30N2O8. The level of theory is ωB97M-V with the def2-TZVPD basis set.

```
! RIJCOSX wB97M-V def2-TZVPD def2/J DEFGRID3
* xyz 2 1
C -1.459 2.072 -1.889
C -0.217 1.228 -1.803
C -0.071 0.230 -0.549
C -0.141 1.006 0.808
C -1.102 -0.621 2.791
N 0.078 0.246 2.138
N -0.023 0.278 -3.033
H -1.042 3.009 -1.408
H -1.730 2.573 -2.862
H -2.371 1.556 -1.689
H 0.731 1.860 -1.778
H 0.928 -0.281 -0.528
H -0.874 -0.558 -0.385
H -1.124 1.417 0.792
H 0.679 1.712 0.878
H -2.021 -0.399 2.118
H -1.132 -0.364 3.878
H 0.824 -0.419 2.062
H -0.584 -0.535 -2.774
H 0.933 -0.055 -3.102
H -0.504 0.749 -3.887
H 2.069 -1.931 -3.758
H 1.061 -2.409 -4.894
O 1.364 -1.730 -4.345
H 3.656 1.841 1.574
H 3.269 1.780 0.090
O 2.979 1.486 0.949
H -0.140 2.540 5.506
H 0.307 1.024 2.771
O -0.654 1.878 4.985
H -1.443 2.130 5.550
H 0.157 -2.221 2.808
O -0.729 -1.915 2.485
H -2.911 1.533 -4.893
H -1.556 2.352 -5.320
O -1.965 1.545 -4.935
H -4.226 0.012 3.021
H -4.078 0.697 1.645
O -3.558 0.319 2.398
H 3.126 -1.179 0.667
H 2.267 -2.482 0.420
O 2.470 -1.777 1.014
H 3.033 -4.554 -0.755
H 1.642 -4.250 -0.391
O 2.434 -3.783 -0.721
*
```

Calculated values
- Kohn-Sham gap (Eh) = 0.41775
- E_HOMO (eV) = -16.632
- F_max (eV Å⁻¹) = 3.2
- relative energy (zero: lowest compared OMol25 entry of this formula, charge and spin) (kcal per mole) = 77.2

=====

[5]
This record from the OMol25 dataset describes 9 unconnected molecules or ions with the total composition C5H30N2O9. The level of theory is ωB97M-V with the def2-TZVPD basis set.

```
! RIJCOSX wB97M-V def2-TZVPD def2/J DEFGRID3
* xyz 0 1
C 1.394 2.594 -2.184
C 1.783 2.041 -0.818
O 3.050 1.393 -0.902
C 0.759 0.997 -0.310
C 0.296 -0.030 -1.390
N -0.349 1.773 0.300
C -1.310 0.847 0.986
N -1.998 1.483 2.095
H 0.344 2.929 -2.390
H 2.036 3.467 -2.244
H 1.649 2.018 -3.079
H 1.887 2.800 -0.011
H 3.111 0.619 -1.479
H 1.325 0.392 0.451
H -0.575 0.349 -1.884
H 0.365 -0.979 -0.898
H 1.079 -0.112 -2.175
H -0.983 2.202 -0.372
H -2.100 0.477 0.342
H -0.795 -0.007 1.425
H -2.538 2.306 1.884
H -1.258 1.737 2.742
O -2.595 -3.466 1.387
H -2.715 -2.500 1.391
H -1.646 -3.322 1.652
O 1.903 1.420 3.792
H 1.601 0.888 3.043
H 2.119 2.263 3.377
O 2.810 -2.404 0.290
H 3.432 -2.382 1.030
H 3.400 -2.169 -0.436
O -2.789 -1.085 -1.066
H -3.721 -1.265 -0.884
H -2.316 -1.617 -0.410
O 1.133 -3.360 2.031
H 1.348 -3.127 1.108
H 0.613 -4.165 1.930
O -2.153 1.675 -2.945
H -2.763 1.245 -2.323
H -1.681 0.843 -3.107
O -0.486 -0.961 4.133
H -0.769 -0.100 3.800
H 0.474 -0.872 4.066
O -1.010 -1.444 -4.236
H -0.051 -1.471 -4.262
H -1.308 -1.918 -3.450
*
```

Calculated values
- Kohn-Sham gap (Eh) = 0.34016
- structure (SMILES) = C[C@H](O)[C@H](C)NCN.O.O.O.O.O.O.O.O
- E_HOMO (eV) = -9.405
- F_max (eV Å⁻¹) = 2.8
- relative energy (zero: lowest compared OMol25 entry of this formula, charge and spin) (kcal per mole) = 68.2

=====

[6]
This record from the OMol25 dataset describes 9 unconnected molecules or ions with the total composition C5H30N3O8. The level of theory is ωB97M-V with the def2-TZVPD basis set.

```
! RIJCOSX wB97M-V def2-TZVPD def2/J DEFGRID3
* xyz 1 1
C -3.192 0.964 -2.837
C -2.236 0.230 -1.948
C -1.280 -0.753 -2.701
C -0.737 -2.029 -1.924
N 2.017 -0.767 0.086
C 0.800 -0.973 -0.378
N 0.574 -1.737 -1.480
N -1.520 1.313 -0.976
H -3.491 0.182 -3.613
H -2.936 1.798 -3.381
H -4.146 1.088 -2.194
H -2.803 -0.509 -1.348
H -0.494 -0.247 -3.273
H -1.856 -1.047 -3.585
H -0.903 -2.861 -2.592
H -1.463 -2.086 -1.067
H 2.869 -0.945 -0.442
H -0.074 -0.487 0.210
H 1.295 -2.583 -1.518
H -1.840 1.068 -0.034
H -1.887 2.335 -1.078
H -0.550 1.455 -1.168
H 0.552 2.304 0.909
H 0.758 3.379 -0.229
O 0.075 2.798 0.163
H 1.639 -2.668 3.241
H 0.473 -3.645 3.069
O 0.842 -2.812 2.659
H -2.088 3.398 2.671
H -0.870 2.787 2.042
O -1.659 2.570 2.470
H 3.042 -3.547 0.650
H 1.581 -3.078 1.124
O 2.097 -3.391 0.482
H 1.955 0.015 3.458
H 3.131 -0.912 3.311
O 2.256 -0.901 3.692
H 2.606 2.750 1.690
H 2.338 1.273 1.297
O 2.031 1.987 1.835
H -1.166 -0.588 1.825
H -2.479 0.403 1.761
O -2.005 -0.297 1.340
H 1.588 2.486 -2.030
H 1.251 1.969 -3.400
O 0.907 2.573 -2.765
*
```

Calculated values
- Kohn-Sham gap (Eh) = 0.32876
- E_HOMO (eV) = -11.662
- F_max (eV Å⁻¹) = 7.9
- relative energy (zero: lowest compared OMol25 entry of this formula, charge and spin) (kcal per mole) = 89.1

=====

[7]
This record from the OMol25 dataset describes 9 unconnected molecules or ions with the total composition C5H31N3O8. The level of theory is ωB97M-V with the def2-TZVPD basis set.

```
! RIJCOSX wB97M-V def2-TZVPD def2/J DEFGRID3
* xyz 0 1
C -2.024 -1.332 1.986
N -1.516 -0.509 0.859
C -1.917 -1.153 -0.437
C -1.553 -0.260 -1.626
N -0.366 -0.711 -2.386
C -0.063 -0.353 0.953
C 0.313 0.629 2.095
N 1.604 1.286 1.872
H -1.570 -2.365 2.041
H -3.127 -1.419 1.895
H -1.827 -0.817 2.957
H -1.465 -2.151 -0.564
H -3.014 -1.254 -0.378
H -2.533 -0.173 -2.371
H -1.354 0.777 -1.345
H -0.581 -1.525 -2.894
H 0.364 -0.951 -1.738
H 0.289 0.068 0.017
H 0.499 -1.288 1.066
H -0.441 1.390 2.199
H 0.394 0.102 3.097
H 2.359 0.536 1.718
H 1.586 1.880 0.977
O 2.496 -1.822 -0.382
H 3.280 -2.266 -0.520
H 2.519 -0.924 -0.789
O 0.452 -3.502 0.071
H 0.783 -4.344 -0.233
H 1.161 -2.830 -0.152
O -1.220 3.710 -0.337
H -1.792 3.970 -1.047
H -1.792 3.122 0.176
O 1.172 1.573 -3.356
H 0.459 0.878 -3.240
H 1.059 2.132 -2.612
O 0.481 -3.329 2.747
H 0.872 -2.529 2.841
H 0.353 -3.432 1.819
O -2.818 2.015 0.974
H -2.430 1.190 0.835
H -2.931 2.236 1.863
O 1.162 2.729 -0.934
H 0.279 3.045 -0.659
H 1.722 3.584 -0.886
O 2.729 0.600 -1.424
H 2.273 1.192 -0.875
H 2.388 0.732 -2.303
*
```

Calculated values
- Kohn-Sham gap (Eh) = 0.34872
- structure (SMILES) = CN(CCN)CCN.O.O.O.O.O.O.O.O
- E_HOMO (eV) = -9.072
- F_max (eV Å⁻¹) = 4.2
- relative energy (zero: lowest compared OMol25 entry of this formula, charge and spin) (kcal per mole) = 39.8

=====

[8]
This record from the OMol25 dataset describes 10 unconnected molecules or ions with the total composition C5H32N2O10. The level of theory is ωB97M-V with the def2-TZVPD basis set.

```
! RIJCOSX wB97M-V def2-TZVPD def2/J DEFGRID3
* xyz 1 2
C -2.163 1.517 1.394
O -2.374 0.152 1.860
C -0.977 1.439 0.325
C 0.054 0.426 0.839
C 1.250 0.320 -0.161
C 2.999 -1.160 -0.996
N 2.001 -0.901 -0.149
N -0.384 2.807 0.360
H -2.014 2.128 2.259
H -3.060 1.851 0.735
H -2.938 -0.264 1.195
H -1.491 1.182 -0.632
H -0.566 -0.522 0.892
H 0.515 0.603 1.806
H 1.964 1.036 0.354
H 0.820 0.460 -1.214
H 3.562 -2.079 -1.052
H 3.272 -0.379 -1.707
H 1.762 -1.483 0.708
H -0.780 3.444 -0.320
H -0.305 3.173 1.300
H 0.636 2.562 0.020
H -0.982 -2.873 3.335
H -1.664 -1.740 2.659
O -0.949 -2.364 2.498
H -2.638 0.102 -2.169
H -3.489 0.513 -3.314
O -2.730 0.813 -2.784
H 3.856 2.983 0.486
H 3.309 3.913 1.543
O 3.041 3.122 1.051
H 3.422 -2.257 2.341
H 2.830 -3.477 1.641
O 3.590 -2.899 1.643
H -2.445 4.074 -2.349
H -3.230 2.687 -2.316
O -2.767 3.351 -1.791
H -2.895 -2.407 -2.403
H -1.479 -2.193 -1.812
O -2.278 -1.733 -2.088
H 1.390 -2.382 3.537
H 0.831 -1.880 2.177
O 1.581 -1.751 2.799
H -0.220 0.585 -3.293
H 1.017 -0.096 -4.154
O 0.724 0.599 -3.554
H -0.063 -3.655 0.268
H 0.307 -4.049 -1.169
O 0.147 -3.297 -0.596
*
```

Calculated values
- Kohn-Sham gap (spin up / spin down) (Eh) = 0.18203 / 0.34819
- E_HOMO (spin up / spin down) (eV) = -7.507 / -12.036
- F_max (eV Å⁻¹) = 4.6
- relative energy (zero: lowest compared OMol25 entry of this formula, charge and spin) (kcal per mole) = 30.6

=====

[9]
This record from the OMol25 dataset describes 11 unconnected molecules or ions with the total composition C5H32N2O11. The level of theory is ωB97M-V with the def2-TZVPD basis set.

```
! RIJCOSX wB97M-V def2-TZVPD def2/J DEFGRID3
* xyz 0 1
C 0.476 0.122 -0.606
C -0.231 0.227 0.720
C -1.467 1.159 0.866
N -1.592 2.382 0.087
C -0.610 3.430 0.381
C -2.731 0.391 0.434
N -3.823 0.545 1.201
O -2.784 -0.241 -0.631
H -0.177 -0.124 -1.447
H 0.726 1.148 -0.896
H 1.385 -0.454 -0.739
H -0.559 -0.717 1.148
H 0.425 0.731 1.433
H -1.554 1.356 1.932
H -1.592 2.127 -0.875
H -1.031 4.142 1.096
H -0.586 4.008 -0.541
H 0.378 3.120 0.721
H -3.707 0.835 2.157
H -4.682 0.073 0.976
O -1.864 1.052 -2.979
H -2.688 1.084 -3.468
H -1.967 0.460 -2.222
O -1.469 -2.641 -0.300
H -2.077 -3.362 -0.500
H -2.053 -1.855 -0.235
O 1.785 0.974 3.312
H 1.455 1.533 4.025
H 2.731 0.942 3.496
O 0.524 -2.001 -3.260
H -0.142 -1.790 -3.920
H 0.229 -1.653 -2.412
O -2.426 -0.640 3.673
H -1.881 -1.285 3.220
H -3.363 -0.823 3.619
O 2.864 -2.404 -1.586
H 2.687 -2.846 -0.748
H 2.108 -2.449 -2.177
O 3.110 0.056 1.364
H 3.372 -0.609 0.714
H 2.191 -0.144 1.573
O 2.863 -0.228 -3.181
H 2.933 -0.432 -2.239
H 2.253 -0.941 -3.428
O 0.968 -3.017 0.870
H 0.282 -3.052 0.170
H 0.357 -2.727 1.558
O 3.809 1.902 -0.740
H 3.812 1.132 -0.132
H 3.338 1.503 -1.485
*
```

Calculated values
- Kohn-Sham gap (Eh) = 0.32852
- structure (SMILES) = CC[C@@H](NC)C(N)=O.O.O.O.O.O.O.O.O.O.O
- E_HOMO (eV) = -9.178
- F_max (eV Å⁻¹) = 2.1
- relative energy (zero: lowest compared OMol25 entry of this formula, charge and spin) (kcal per mole) = 59.9

=====

[10]
This record from the OMol25 dataset describes 11 unconnected molecules or ions with the total composition C5H32NO11. The level of theory is ωB97M-V with the def2-TZVPD basis set.

```
! RIJCOSX wB97M-V def2-TZVPD def2/J DEFGRID3
* xyz 1 1
O 0.829 1.236 1.254
C 0.743 0.980 0.074
C -0.333 -0.008 -0.351
C -1.180 0.654 -1.450
C -0.434 0.656 -2.772
C -0.607 -0.718 -3.468
N -1.115 -0.467 0.815
H 1.579 1.189 -0.591
H 0.249 -0.858 -0.710
H -1.464 1.639 -1.091
H -2.156 0.180 -1.573
H -0.783 1.347 -3.538
H 0.622 0.837 -2.577
H -1.468 -0.643 -4.134
H -0.725 -1.594 -2.841
H 0.221 -0.862 -4.163
H -0.745 -1.322 1.199
H -0.968 0.221 1.573
H -2.072 -0.635 0.461
H 4.264 0.011 -1.010
H 3.648 0.947 0.134
O 3.495 0.237 -0.496
H 1.603 -2.333 1.700
H 0.423 -2.741 2.482
O 0.779 -1.943 2.073
H 0.101 -5.361 -2.791
H 1.360 -4.627 -3.160
O 0.520 -4.491 -2.696
H -4.059 -0.901 1.347
H -4.224 -0.623 -0.051
O -3.760 -1.266 0.493
H 1.356 4.375 2.609
H 1.329 2.920 2.921
O 0.894 3.570 2.364
H 3.368 -2.212 0.718
H 3.389 -3.673 0.642
O 3.114 -2.983 1.250
H 0.065 4.343 0.146
H -0.095 4.163 -1.339
O -0.144 3.679 -0.508
H -0.693 2.739 2.359
H -1.874 2.731 3.428
O -1.666 2.640 2.494
H 1.851 -3.969 -1.365
H 2.058 -2.652 -1.973
O 2.470 -3.225 -1.305
H -3.255 2.028 1.632
H -4.661 2.737 1.686
O -4.161 2.027 1.280
*
```

Calculated values
- Kohn-Sham gap (Eh) = 0.39819
- E_HOMO (eV) = -13.051
- F_max (eV Å⁻¹) = 2.3
- relative energy (zero: lowest compared OMol25 entry of this formula, charge and spin) (kcal per mole) = 42.2